No. 1
33
Properties=species:S:1:pos:R:3:mulliken_spin:R:1 method="wB97M-V/def2-TZVPD" e_above_lowest_ev=3.019 homo_energy_ev="-1.33 / -3.75" energy_ha=-1943.08898 multiplicity=5 homo_lumo_gap_ev="5.0 / 7.2" total_charge=-1 s2=6.05 fmax_ev_per_a=3.435
C -0.01542 1.20406 -2.18355 0.199
C -1.41030 1.14256 -1.85223 0.253
C -1.75116 -0.26050 -1.63888 -0.066
C -0.73358 -1.05979 -2.05466 0.209
C 0.45318 -0.25207 -2.48394 0.087
Co -0.19658 1.47384 -0.17420 2.300
N 1.70719 -0.72356 -2.13770 0.863
C -0.15815 3.19377 0.38243 -0.053
C -1.39357 2.59435 0.90296 0.046
H -2.71367 -0.60043 -1.24846 -0.005
H -2.13804 1.95976 -1.85602 -0.003
H -0.71908 -2.14303 -2.16828 -0.017
H 0.73394 -0.42086 -3.53576 0.097
H 0.50282 2.03983 -2.65328 -0.020
H -2.37558 2.87560 0.48168 0.010
H 0.61623 3.39243 1.13253 0.027
H 2.47034 -0.32424 -2.68346 -0.048
H -1.44711 2.33946 1.97293 -0.004
H -0.26989 4.01215 -0.33631 0.001
C 1.33785 -1.99984 0.44068 0.043
C 0.49868 -1.15220 1.39734 -0.016
C -0.69236 -1.97351 1.88410 0.008
C 1.34399 -0.62368 2.54794 0.002
O 0.01491 -0.02564 0.77281 0.089
H 1.95578 -2.68875 1.03546 0.000
H 1.99639 -1.38950 -0.20179 0.002
H 0.70145 -2.59222 -0.23381 -0.004
H -0.34826 -2.83968 2.46332 0.001
H -1.34340 -1.36801 2.52496 0.000
H -1.27236 -2.34566 1.02875 -0.006
H 2.17366 -0.03418 2.13759 0.008
H 0.72599 0.02757 3.17975 -0.002
H 1.74610 -1.43803 3.15707 0.000


No. 2
86
Properties=species:S:1:pos:R:3:mulliken_spin:R:1 method="wB97M-V/def2-TZVPD" e_above_lowest_ev=0.049 homo_energy_ev="2.41 / -0.21" energy_ha=-1732.71989 multiplicity=3 homo_lumo_gap_ev="1.9 / 4.6" total_charge=-2 s2=2.02 fmax_ev_per_a=2.797
Pt -0.11817 0.16885 -0.44149 2.950
N 2.98455 -0.59585 2.50547 0.007
N -0.28831 1.11521 2.11177 0.048
C -1.71608 -1.32350 -0.49934 -0.180
C -1.51935 -2.06430 0.74781 0.301
C -0.39323 -2.89349 0.59993 -0.017
C 0.19940 -3.74759 1.66694 -0.016
H -0.55974 -4.07106 2.38891 0.006
H 0.98263 -3.20710 2.22592 -0.011
H 0.66482 -4.64114 1.23275 -0.001
C 0.12093 -2.77612 -0.70788 0.203
C 1.15324 -3.63438 -1.32298 -0.064
H 0.70589 -4.51103 -1.81643 0.030
H 1.86029 -4.01591 -0.57796 -0.010
H 1.71575 -3.08416 -2.08860 0.029
C -0.62311 -1.75408 -1.41262 0.493
C -0.59619 -1.53624 -2.87970 -1.548
H 0.43228 -1.32338 -3.20901 0.159
H -1.21597 -0.67327 -3.14767 0.677
H -0.95556 -2.41815 -3.42374 -0.238
C -2.37730 -1.96359 1.94457 -0.045
H -2.79928 -2.94208 2.22207 0.015
H -3.21840 -1.28131 1.77065 0.010
H -1.82033 -1.59734 2.82209 0.010
C -3.00475 -0.73935 -0.94608 -0.147
H -2.85410 -0.15045 -1.85646 0.113
H -3.39395 -0.04739 -0.18767 -0.003
H -3.75840 -1.51802 -1.13585 -0.034
C 4.26989 -0.34181 2.69649 -0.005
H 4.90800 -1.19097 2.95655 0.001
C 4.82361 0.93395 2.55309 -0.012
H 5.90169 1.04880 2.62486 -0.002
C 3.97861 2.01040 2.28564 0.021
H 4.37298 3.01976 2.15191 0.012
C 2.61818 1.78240 2.16634 0.000
H 1.88813 2.55127 1.90376 0.009
C 2.13222 0.44974 2.31864 -0.015
C 0.79459 0.05002 2.11674 -0.085
H 0.46734 -0.92998 2.47423 -0.010
C -0.94343 1.31170 0.95410 0.374
C -0.84122 1.86480 3.13889 -0.040
H -0.39472 1.86720 4.11108 -0.040
C -1.88085 2.51806 2.60417 0.017
H -2.58064 3.19239 3.05775 0.001
N -2.00806 2.12680 1.26160 0.066
C -3.18822 2.30016 0.46280 -0.070
C -4.45398 1.97724 0.99825 -0.038
C -5.58334 2.07546 0.16630 0.106
H -6.56631 1.83976 0.57830 0.081
C -5.48541 2.44306 -1.17592 -0.582
C -6.70250 2.52035 -2.04595 0.125
H -6.46927 2.20296 -3.06369 -0.014
H -7.11173 3.53333 -2.11093 -0.039
H -7.49314 1.87740 -1.65786 0.037
C -4.21775 2.74372 -1.68014 0.309
H -4.11450 3.02974 -2.72619 0.209
C -3.06808 2.69038 -0.87866 0.319
C -1.74234 3.04310 -1.46043 -0.937
H -1.23028 3.83759 -0.90268 -0.088
H -1.89426 3.37067 -2.49769 0.253
H -1.05929 2.16536 -1.50045 -0.114
C -4.64377 1.45549 2.38715 -0.004
H -4.35141 2.18700 3.15055 0.002
H -4.09732 0.51710 2.57526 0.000
H -5.71257 1.23584 2.53571 0.004
C 4.07430 -2.50088 0.17206 0.022
N 4.29852 -1.31103 -0.64190 -0.077
C 5.66971 -0.82954 -0.68445 0.007
C 3.22700 -0.55110 -1.07942 -0.137
N 2.07435 -0.59523 -0.44418 0.111
N 3.40435 0.24773 -2.15694 0.339
C 4.40881 -0.00946 -3.18209 0.196
C 2.33807 1.16446 -2.49676 -0.972
H 5.04052 -2.84554 0.55586 0.010
H 3.63035 -3.29910 -0.43638 0.000
H 3.43018 -2.30416 1.03852 -0.008
H 6.25494 -1.36559 -1.44785 0.001
H 5.69737 0.24831 -0.87688 0.005
H 6.14520 -1.01125 0.28922 0.005
H 2.17955 -1.11627 0.42574 -0.017
H 3.98334 0.25937 -4.15623 -0.230
H 5.31016 0.60006 -3.03317 0.070
H 4.69281 -1.06917 -3.21204 0.046
H 1.45409 0.62740 -2.87257 -0.028
H 2.05251 1.73550 -1.60506 0.105
H 2.70543 1.84147 -3.27045 -0.038


No. 3
48
Properties=species:S:1:pos:R:3:mulliken_spin:R:1 method="wB97M-V/def2-TZVPD" e_above_lowest_ev=0.000 homo_energy_ev="-13.52 / -13.18" energy_ha=-1222.59421 multiplicity=2 homo_lumo_gap_ev="10.1 / 2.1" total_charge=+1 s2=0.76 fmax_ev_per_a=1.435
O 1.02752 -2.56327 2.87566 0.000
H 0.90379 -2.12458 2.02784 0.000
H 0.61162 -1.97205 3.51320 0.000
O -1.48225 2.93489 -1.79596 0.000
H -0.76571 2.87080 -1.15600 0.000
H -2.26957 2.70556 -1.30645 0.000
O 3.82191 2.68563 0.51629 0.001
H 3.17746 3.25308 0.08839 0.000
H 3.24105 2.22340 1.13444 0.000
O 5.12324 -1.37166 -1.73454 0.657
H 4.96495 -1.98858 -1.00619 -0.020
H 4.85182 -0.41445 -1.55759 -0.016
O -3.19960 -2.01186 -0.57840 0.000
H -3.09746 -1.06921 -0.38632 0.000
H -3.48458 -1.96236 -1.49810 0.000
O -0.69252 -0.86903 -0.23226 0.000
H -0.14411 -0.74066 -1.01174 0.000
H -1.06720 -1.72198 -0.51344 0.000
O -2.54624 3.40515 1.61565 0.000
H -3.03098 2.70864 1.16035 0.000
H -2.91476 4.24532 1.32961 0.000
O 0.55725 1.30902 1.64250 0.000
H 0.66237 0.35678 1.52694 0.000
H -0.35100 1.30453 1.96223 0.000
O 1.26719 4.26364 0.64541 0.000
H 0.96131 3.61949 1.28599 0.000
H 0.92601 5.14512 0.79768 0.000
O 0.16111 -5.94868 -0.72852 0.344
H -0.06528 -5.29273 -1.41522 -0.013
H 1.06448 -5.69729 -0.46190 -0.010
O 1.09295 3.19666 -2.89713 0.007
H 1.05004 3.39140 -1.95851 0.000
H 0.29500 2.71897 -3.13397 0.000
O 2.36061 -4.05229 0.01738 0.003
H 2.88633 -3.59504 -0.64392 -0.001
H 2.84087 -3.78808 0.81415 0.000
O -2.75995 -0.34602 4.07391 0.000
H -2.73415 0.50598 3.62423 0.000
H -3.25012 -0.89424 3.45093 0.000
O 4.10380 1.01514 -1.54335 0.048
H 4.39842 1.23632 -2.43729 -0.001
H 4.13731 1.85853 -1.02269 -0.001
O -4.80913 1.61600 0.35023 0.000
H -4.94471 2.43995 -0.12717 0.000
H -5.45063 1.01173 -0.03353 0.000
O -2.08600 -4.45950 -1.97249 0.002
H -3.01363 -4.28604 -2.18553 0.000
H -2.32882 -4.85215 -1.11483 0.000


No. 4
47
Properties=species:S:1:pos:R:3:nbo_charge:R:1 method="wB97M-V/def2-TZVPD" e_above_lowest_ev=18.106 homo_energy_ev=-7.94 energy_ha=-1432.10367 homo_lumo_gap_ev=8.2 fmax_ev_per_a=18.611
C 3.31383 -3.61928 1.53052 -0.608
C 2.55940 -2.85460 2.52536 -0.764
H 2.61392 -3.37336 3.40583 0.279
H 2.82582 -1.88238 2.65367 0.274
S 1.03824 -3.05035 2.14392 2.197
O 0.08702 -2.44724 3.26150 -0.934
O 0.46917 -4.51356 2.10182 -0.899
N 0.87822 -2.30508 0.60035 -0.680
C 0.27051 -3.00489 -0.51455 -0.230
C -1.28554 -2.78912 -0.44101 -0.430
H -1.83658 -3.52367 0.29618 0.254
H -1.67180 -3.42479 -1.47214 0.236
C -1.58373 -1.31563 -0.30265 -0.230
C -1.54706 -0.59091 -1.64721 0.677
O -0.62242 -0.98705 -2.56615 -0.682
N -2.15338 0.57023 -1.52255 -0.587
H -2.55322 1.01117 -0.71244 0.419
C -1.74994 1.62956 -2.51071 -0.264
C -0.76104 2.63098 -2.14907 -0.054
C -1.23279 3.75470 -1.40346 -0.198
C -0.12093 4.56992 -0.86872 0.255
C 0.97023 4.09965 -0.65781 -0.243
C 1.40557 2.97128 -1.31238 -0.193
C 0.45694 2.12937 -1.80151 -0.222
H 0.98561 1.15403 -2.59816 0.230
H 2.53632 2.77860 -1.24853 0.228
H 1.98713 4.91964 -0.13095 0.190
O -0.79071 5.76392 -0.47831 -0.509
C 0.12407 6.63072 0.43476 -0.213
H 0.93001 7.07974 -0.29965 0.163
H 0.58505 6.19580 1.08875 0.159
H -0.32742 7.49322 0.55396 0.198
H -2.19198 4.13021 -1.54226 0.221
H -1.19567 1.13778 -3.39253 0.249
H -2.58732 2.16314 -2.86109 0.200
C -1.28665 -0.75237 0.75026 -0.432
C 0.51891 -0.87610 0.67953 -0.212
H 0.64220 -0.46161 1.87935 0.244
H 0.76095 -0.36858 -0.07082 0.175
H -1.50905 0.19326 0.95502 0.209
H -1.54560 -1.10334 1.91715 0.270
H -3.07606 -1.49412 -0.05767 0.110
H 0.53580 -4.05346 -0.31923 0.239
H 0.68985 -2.47315 -1.22975 0.218
H 3.27473 -3.28367 0.49136 0.236
H 4.47116 -3.51751 1.72658 0.221
H 3.06778 -4.58206 1.45012 0.234


No. 5
36
Properties=species:S:1:pos:R:3:nbo_charge:R:1 method="wB97M-V/def2-TZVPD" e_above_lowest_ev=0.270 homo_energy_ev=-12.00 energy_ha=-1269.18183 homo_lumo_gap_ev=8.5 total_charge=+1 fmax_ev_per_a=0.675
Ag -1.37775 -1.62220 -2.20427 0.792
N -0.08515 -1.90960 5.15983 -0.797
C -1.19565 -1.64130 4.44653 0.638
O -2.25835 -1.36820 4.95513 -0.570
C -1.06875 -1.68080 2.93833 -0.066
C -2.23305 -1.41680 2.21673 -0.195
C -2.20165 -1.43990 0.83793 0.035
N -1.09245 -1.70910 0.14253 -0.537
C 0.02055 -1.97020 0.82813 0.039
C 0.08625 -1.96610 2.21263 -0.223
H -0.17235 -1.91240 6.16413 0.423
H 0.79025 -2.19490 4.75793 0.396
H -3.14865 -1.20320 2.74993 0.270
H -3.09635 -1.23750 0.25953 0.210
H 0.89785 -2.19700 0.23683 0.207
H 1.03155 -2.19240 2.68033 0.225
C -1.45645 2.45170 -1.27337 -0.412
N -0.14935 1.84030 -1.34007 -0.415
C 0.60855 1.83300 -0.10637 -0.414
C 0.18465 1.04420 -2.36497 0.392
S -1.02705 0.43810 -3.42797 -0.366
N 1.48205 0.79730 -2.60837 -0.428
C 1.86445 -0.32840 -3.42947 -0.406
C 2.48395 1.83870 -2.46897 -0.414
H -1.38195 3.38960 -0.72567 0.219
H -2.18315 1.79930 -0.78087 0.204
H -1.80825 2.65340 -2.28247 0.242
H -0.03915 1.48660 0.70233 0.213
H 0.98895 2.82230 0.15243 0.219
H 1.44145 1.14200 -0.18627 0.218
H 1.19905 -1.17300 -3.20007 0.206
H 2.89005 -0.60470 -3.19327 0.217
H 1.77655 -0.11640 -4.49747 0.223
H 2.03015 2.75190 -2.09867 0.222
H 2.90775 2.05720 -3.45067 0.222
H 3.29135 1.53860 -1.80207 0.212


No. 6
55
Properties=species:S:1:pos:R:3:nbo_charge:R:1 method="wB97M-V/def2-TZVPD" e_above_lowest_ev=2.583 homo_energy_ev=-9.81 energy_ha=-1319.61242 homo_lumo_gap_ev=9.9 fmax_ev_per_a=3.647
O 0.82253 -0.39924 3.72804 -0.717
C -0.13113 0.04721 3.02551 0.527
N 0.12275 0.85896 1.98041 -0.620
C -0.95110 1.35468 1.11880 -0.219
C -0.76602 0.98689 -0.37511 -0.482
C 0.50090 1.47957 -0.96397 -0.198
C 0.71644 1.93948 -2.18187 -0.386
H -1.12296 -0.33964 3.28979 0.159
H 1.13557 0.97478 1.72097 0.428
H -1.91743 1.14084 1.52753 0.240
H -0.91169 2.44039 1.22277 0.194
H -1.63089 1.44376 -0.87184 0.236
H -1.05026 -0.05951 -0.43457 0.238
H 1.37731 1.49688 -0.34520 0.193
H -0.05544 2.01193 -2.94367 0.187
H 1.59879 2.43483 -2.55232 0.206
H 0.67444 -2.50859 2.23231 0.513
H 2.10350 -2.60823 2.79976 0.484
O 1.60911 -2.67443 1.94496 -0.998
H 2.20059 -3.64864 0.22116 0.511
H 2.65393 -4.86436 -0.57566 0.491
O 2.33929 -3.97287 -0.65140 -0.961
H 3.83697 0.09857 -0.57305 0.479
H 2.76044 -0.69042 0.13664 0.487
O 3.04412 -0.40560 -0.73651 -0.956
H 0.19858 -1.59086 -3.41632 0.493
H -0.25302 -0.14434 -3.24478 0.472
O -0.39756 -0.95180 -3.73700 -0.965
H 0.57217 -3.90855 -0.59773 0.473
H -0.65841 -3.25127 -0.01314 0.475
O -0.39436 -3.91445 -0.65153 -0.998
H -2.45470 -1.32979 -2.67692 0.502
H -1.44340 -1.80459 -1.74462 0.500
O -2.25825 -1.29303 -1.75499 -0.975
H -1.52120 -1.54215 0.90182 0.501
H -1.87269 -2.59671 1.85742 0.497
O -1.09465 -2.26659 1.33362 -0.980
H 1.08184 4.70392 1.05152 0.494
H 0.76862 3.89267 -0.27807 0.499
O 0.50656 4.67191 0.27129 -0.978
H -3.15030 -1.20461 -0.24834 0.519
H -3.63940 -0.01174 0.74140 0.499
O -3.20320 -0.88927 0.68888 -1.020
H -4.30172 2.53394 0.04415 0.464
H -2.89581 2.95108 -0.18128 0.503
O -3.47095 2.50617 0.47210 -0.977
H 2.73062 -1.61238 -2.33315 0.481
H 2.38583 -3.03614 -2.10660 0.485
O 2.50371 -2.40758 -2.81882 -0.991
H 2.58208 0.03376 3.33774 0.499
H 2.77190 1.47876 3.60546 0.465
O 3.10328 0.79806 3.04493 -0.976
H -1.08957 4.69666 -0.55369 0.519
H -2.25594 4.75842 -1.72923 0.489
O -1.80980 4.19329 -1.00757 -1.004